Here is a structure of composition C35H31F6N4PdSb from the OMol25 dataset. Energies are from ωB97M-V with the def2-TZVPD basis set.

```
! RIJCOSX wB97M-V def2-TZVPD def2/J DEFGRID3
* xyz 0 3
Pd -0.187 -0.161 -0.749
N -1.983 -2.269 2.702
C -3.235 -1.810 2.371
C -3.042 -0.880 1.395
N -1.704 -0.750 1.132
C -1.093 -1.605 1.920
C 0.334 -1.822 1.821
N 1.036 -1.323 0.827
C 2.329 -1.736 1.012
C 2.406 -2.497 2.137
N 1.127 -2.546 2.647
H -1.788 -3.005 3.357
H -4.125 -2.188 2.841
H -3.777 -0.312 0.855
H 3.107 -1.456 0.326
H 3.231 -2.994 2.615
H 0.857 -3.009 3.496
C 1.597 3.625 2.962
C 0.278 4.351 2.919
C 0.038 5.351 3.860
C -1.134 6.090 3.848
C -2.091 5.833 2.879
C -1.865 4.840 1.937
C -0.693 4.089 1.943
Sb -0.197 2.622 0.419
C 0.999 4.043 -0.669
C 2.345 3.675 -0.727
C 3.305 4.520 -1.257
C 2.923 5.761 -1.743
C 1.592 6.137 -1.689
C 0.614 5.300 -1.151
C -0.802 5.811 -1.120
C -2.144 2.543 -0.529
C -3.200 2.325 0.357
C -4.513 2.226 -0.080
C -4.786 2.325 -1.434
C -3.742 2.497 -2.329
C -2.417 2.589 -1.904
C -1.330 2.681 -2.937
H 2.053 3.708 3.949
H 2.296 4.046 2.234
H 1.492 2.562 2.732
H 0.790 5.551 4.615
H -1.297 6.862 4.588
H -3.011 6.404 2.848
H -2.620 4.665 1.183
H 2.650 2.698 -0.371
H 4.341 4.206 -1.299
H 3.658 6.434 -2.166
H 1.294 7.108 -2.070
H -1.132 6.085 -2.125
H -0.874 6.702 -0.493
H -1.499 5.075 -0.733
H -3.001 2.249 1.422
H -5.313 2.077 0.636
H -5.805 2.257 -1.796
H -3.952 2.553 -3.392
H -1.740 2.940 -3.913
H -0.823 1.719 -3.044
H -0.564 3.409 -2.674
F -3.445 -4.516 -3.769
C -2.734 -3.594 -3.072
C -1.551 -3.979 -2.477
C -0.827 -3.028 -1.764
C -1.290 -1.722 -1.646
C -2.491 -1.373 -2.258
C -3.224 -2.310 -2.982
H -1.207 -5.000 -2.586
H 0.113 -3.320 -1.308
H -2.883 -0.362 -2.172
H -4.158 -2.057 -3.467
F 1.577 1.445 -2.605
C 1.570 0.290 -1.854
F 2.653 0.425 -0.979
C 2.011 -0.802 -2.827
F 3.174 -0.517 -3.439
F 2.187 -1.970 -2.178
F 1.094 -0.990 -3.779
*
```

Results
Maximum force ... 0.5 eV/Å
Molar mass ... 849.83 g mol⁻¹
E ... -69079.1009 eV
Expectation value of S² ... 2.0058